# 1
C5H13NO | the ωB97M-V functional and the def2-TZVPD basis

Computed properties:
LUMO level = 0.81 eV
SMILES string = CCC(N)=O.CC
energy relative to the best compared isomer or geometry (same formula, charge and spin) = 37.5 kJ/mol
calculated total energy = -328.304581 Eh
Kohn-Sham gap = 10.6 eV
HOMO level = -9.798 eV

The geometry in ORCA input format:
```
! RIJCOSX wB97M-V def2-TZVPD def2/J DEFGRID3
* xyz 0 1
O -1.436 -2.327 -0.319
N -1.980 -0.693 -1.783
C 2.018 1.546 -0.216
C -1.585 -1.151 -0.569
C -1.129 -0.626 1.865
C 2.277 0.088 -0.398
C -1.313 -0.078 0.467
H 2.427 2.255 -0.945
H 3.300 -0.258 -0.533
H -0.168 -1.103 1.988
H -0.462 0.520 0.157
H 2.481 2.076 0.622
H -1.929 -1.240 2.232
H -1.003 0.233 2.537
H 1.917 -0.544 0.409
H 1.759 -0.218 -1.296
H -2.049 -1.316 -2.568
H 0.971 1.841 -0.147
H -2.084 0.706 0.502
H -2.013 0.289 -2.005
*
```

Results of the Mulliken charge analysis, in e, for atoms 1 through 8: atom 1 (O): -0.6218, atom 2 (N): -0.3983, atom 3 (C): -0.8196, atom 4 (C): 0.5008, atom 5 (C): -1.3070, atom 6 (C): -0.6972, atom 7 (C): 0.2103, atom 8 (H): 0.3047

# 2
C12H25AlF9O8P2 | the ωB97M-V functional and the def2-TZVPD basis

Computed properties:
LUMO level = -0.66 eV
energy relative to the best compared isomer or geometry (same formula, charge and spin) = 874.4 kJ/mol
calculated total energy = -2897.730156 Eh
Kohn-Sham gap = 4.1 eV
HOMO level = -4.723 eV

The geometry in ORCA input format:
```
! RIJCOSX wB97M-V def2-TZVPD def2/J DEFGRID3
* xyz -1 1
P 3.929 -2.510 -3.628
P -4.841 2.972 -0.012
Al -1.360 -1.626 1.727
F 1.492 -1.171 4.497
F 1.770 -2.926 2.890
F -0.008 1.240 0.823
F 2.783 1.897 1.506
F 0.473 2.937 2.364
F 3.677 -1.881 3.864
F 3.907 -0.472 1.790
F 2.511 1.494 3.834
F 1.790 -1.075 0.908
O -5.570 2.365 -1.359
O -4.457 1.819 0.922
O -3.284 2.888 -0.760
O 3.050 -3.402 -2.435
O 4.004 -3.826 -4.618
O 4.809 -1.619 -4.822
O 2.670 -1.700 -3.953
O -6.399 3.056 0.737
C 3.056 -4.874 -4.532
C -0.590 0.960 3.387
C -6.513 4.133 1.647
C 2.430 -0.508 2.121
C -4.860 1.573 -2.294
C 2.030 1.024 2.485
C -1.387 -0.420 3.323
C 0.428 1.423 2.225
C -2.271 3.568 -0.043
C 5.648 -0.629 -4.260
C 2.941 -2.733 -1.192
C 2.290 -1.602 3.331
H 2.340 -1.827 -1.300
H -1.347 3.541 -0.627
H -1.050 -1.075 4.267
H -0.668 -3.029 2.124
H 6.169 -0.098 -5.062
H -2.883 -2.030 1.373
H 6.381 -1.095 -3.606
H 2.040 -4.494 -4.396
H -4.287 2.223 -2.958
H -7.514 4.128 2.090
H -5.774 4.021 2.444
H -6.359 5.074 1.124
H -0.711 -1.149 0.388
H 0.024 0.988 4.412
H -4.200 0.854 -1.799
H 3.328 -5.541 -3.710
H 3.936 -2.477 -0.819
H 5.045 0.088 -3.697
H -2.562 4.610 0.114
H -1.385 1.844 3.516
H 2.453 -3.400 -0.475
H -2.534 -0.181 3.568
H -2.096 3.082 0.921
H 3.087 -5.453 -5.460
H -5.580 1.018 -2.903
*
```

Results of the Mulliken charge analysis, in e, for atoms 1 through 8: atom 1 (P): 0.9841, atom 2 (P): 0.9162, atom 3 (Al): 0.1546, atom 4 (F): -0.2049, atom 5 (F): -0.1532, atom 6 (F): -0.2601, atom 7 (F): -0.3278, atom 8 (F): -0.3762

# 3
C50H53ClNO7PTeW | the ωB97M-V functional and the def2-TZVPD basis

Computed properties:
LUMO level (spin up / spin down) = -6.16 / -8.48 eV
energy relative to the best compared isomer or geometry (same formula, charge and spin) = 232.4 kJ/mol
calculated total energy = -3654.412768 Eh
Kohn-Sham gap (spin up / spin down) = 6.2 / 3.1 eV
HOMO level (spin up / spin down) = -12.324 / -11.552 eV

The geometry in ORCA input format:
```
! RIJCOSX wB97M-V def2-TZVPD def2/J DEFGRID3
* xyz 2 3
W 0.105 0.189 0.542
Te -5.250 1.182 -2.273
Cl 0.902 -1.662 2.125
P 2.354 1.016 1.500
O 2.302 -3.242 -2.011
O -1.179 1.136 2.331
O -0.748 3.927 4.215
O 0.986 -0.752 -0.963
O -1.387 -1.334 0.099
O -2.759 0.070 4.961
O -2.094 -3.309 0.844
N -1.027 1.325 -0.904
C -2.129 -0.330 6.177
C 1.486 -2.977 -2.895
C -0.233 -3.474 -4.757
C -5.428 -0.965 -1.967
C 2.331 0.388 3.341
C -1.776 3.002 3.781
C -6.449 -1.542 -2.714
C 1.220 0.206 -4.987
C 0.961 -0.496 -2.275
C 0.734 -3.913 -3.787
C 1.502 0.505 -6.329
C -4.687 -3.156 -1.373
C 2.826 0.086 6.121
C -1.396 2.554 2.391
C -1.177 -2.566 0.547
C -0.850 -4.444 -5.523
C 1.800 1.304 4.268
C 1.157 -1.515 -3.247
C 5.041 0.519 1.587
C 1.552 3.461 -2.468
C 2.213 1.245 5.627
C -2.273 0.814 -1.610
C -2.512 0.322 2.582
C -6.568 -2.923 -2.756
C -4.501 -1.764 -1.336
C 6.190 -0.295 1.468
C 0.382 -6.197 -4.399
C 2.044 4.743 -2.563
C 0.621 0.817 -2.724
C 6.018 -1.420 0.662
C 0.270 -2.986 0.815
C 3.880 0.335 0.856
C 1.393 -1.124 -4.571
C 0.401 3.141 -1.726
C -0.309 4.172 -1.037
C 2.736 2.818 1.338
C -2.406 -0.630 3.754
C -0.595 -5.839 -5.335
C -0.018 1.773 -1.693
C 1.277 5.802 -2.040
C 0.994 -5.271 -3.557
C 3.369 -0.788 5.173
C -0.940 4.508 5.465
C 0.676 1.149 -4.062
C 0.107 5.512 -1.281
C 3.951 -0.557 -0.209
C -3.522 1.281 -0.854
C 4.949 -1.531 -0.187
C 3.196 -0.605 3.823
C -5.748 -3.773 -2.041
H -1.425 -1.237 3.807
H -1.130 -6.567 -5.907
H -3.315 1.014 2.657
H 0.296 2.068 -4.365
H 1.809 -5.600 -2.859
H 3.592 3.109 1.935
H -1.494 5.509 5.330
H -1.878 2.126 4.452
H -7.162 -0.943 -3.211
H -2.169 1.216 -2.610
H 5.049 1.181 2.423
H -3.609 -1.369 -0.780
H 0.610 -7.308 -4.189
H 1.892 3.433 1.577
H -0.469 6.311 -0.736
H -1.521 -4.205 -6.327
H -3.134 -1.463 3.624
H 3.007 4.933 -3.067
H -2.609 -0.254 1.685
H -0.980 -0.413 6.054
H 2.055 2.083 6.302
H 0.078 4.683 5.879
H -2.271 0.436 6.897
H 1.099 1.472 -6.644
H -5.923 -4.851 -2.072
H 3.956 -1.627 5.496
H 1.704 -1.850 -5.321
H 1.544 6.811 -2.165
H 3.186 -0.504 -0.987
H -7.341 -3.411 -3.356
H 1.257 -0.320 -7.051
H 2.600 0.598 -6.490
H -3.922 -3.772 -0.879
H 7.134 -0.100 1.932
H 0.259 -4.015 1.219
H -2.579 -1.231 6.569
H 3.677 -1.275 3.134
H -0.587 -2.467 -4.813
H -1.213 3.969 -0.538
H 1.211 2.177 3.959
H 6.930 -2.063 0.602
H 2.170 2.665 -2.857
H 4.840 -2.365 -0.939
H -2.700 3.495 3.547
H -2.201 -0.351 -1.645
H -3.774 0.576 -0.007
H 3.084 2.949 0.252
H -3.374 2.289 -0.448
H 2.988 -0.229 7.248
H -1.628 3.849 6.081
H 0.962 -2.906 -0.060
H -0.427 2.912 2.084
H -2.120 2.913 1.644
*
```

Results of the Mulliken charge analysis, in e, for atoms 1 through 8: atom 1 (W): 0.6112, atom 2 (Te): 0.4911, atom 3 (Cl): -0.1125, atom 4 (P): 1.7170, atom 5 (O): -0.6862, atom 6 (O): 0.0777, atom 7 (O): -0.2874, atom 8 (O): 0.6012

# 4
C31H30BF9O2 | the ωB97M-V functional and the def2-TZVPD basis

Computed properties:
LUMO level = 0.38 eV
SMILES string = CC1(C)OB(C(c2ccc(C(F)(F)F)cc2)c2ccc(C(F)(F)F)cc2)OC1(C)C.FC(F)(F)c1ccc(C2CC2)cc1
energy relative to the best compared isomer or geometry (same formula, charge and spin) = 0.0 kJ/mol
calculated total energy = -2273.501861 Eh
Kohn-Sham gap = 9.3 eV
HOMO level = -8.893 eV

The geometry in ORCA input format:
```
! RIJCOSX wB97M-V def2-TZVPD def2/J DEFGRID3
* xyz 0 1
F -3.283 1.946 -5.360
F 5.785 -3.847 0.006
F 4.789 -5.365 -1.229
F -4.544 0.529 -4.254
F -2.879 5.119 -3.112
F -0.871 4.896 -3.963
F -1.378 6.720 -2.844
F -3.295 -0.178 -5.920
F 4.059 -4.937 0.804
O -1.140 -2.630 0.656
O 0.581 -1.291 1.500
C -1.239 -1.234 -2.400
C 4.566 -4.345 -0.335
C 1.507 -1.451 -1.001
C -3.315 0.681 -4.852
C 3.594 -3.297 -0.836
C -2.328 -1.630 2.597
C 0.737 4.234 -0.117
C -1.973 4.010 -0.808
C 1.203 -3.252 2.716
C -2.216 0.403 -3.865
C 0.376 -0.475 -0.623
C 0.173 -2.128 2.582
C -0.131 3.453 0.664
C 2.830 -1.017 -0.890
C 0.618 4.053 2.995
C -0.667 1.120 -2.226
C 0.260 2.974 1.989
C -1.480 3.349 0.303
C -1.971 -0.930 -3.545
C -1.561 5.366 -2.870
C -1.731 -3.960 2.614
C 1.627 2.993 2.642
C -0.572 -0.197 -1.739
C 1.288 -2.834 -1.311
C -1.259 -2.606 2.118
C 0.274 -1.301 3.843
C -1.085 4.724 -1.602
C 0.263 4.867 -1.261
C 3.876 -1.927 -0.795
C 2.334 -3.753 -1.213
C -1.568 1.451 -3.222
B -0.161 -1.732 0.380
H 0.744 0.437 -0.148
H -2.403 -1.705 -4.166
H 0.333 -3.258 -1.624
H -2.774 -4.094 2.307
H -2.166 2.811 0.963
H -3.035 4.007 -1.047
H -3.302 -1.956 2.230
H -1.746 2.483 -3.506
H 2.225 -2.834 2.668
H -1.732 -4.018 3.717
H 0.952 5.458 -1.880
H 0.151 3.945 3.973
H -0.116 -1.869 4.695
H 3.018 0.062 -0.804
H 1.087 -3.992 1.917
H 1.735 2.207 3.407
H -2.377 -1.659 3.697
H -1.164 -4.824 2.241
H 1.322 -1.051 4.055
H 4.906 -1.593 -0.667
H 0.715 5.097 2.653
H 2.176 -4.819 -1.405
H 1.070 -3.747 3.695
H -0.263 -0.356 3.765
H 2.524 3.184 2.034
H -0.018 1.877 -1.786
H -2.168 -0.593 2.297
H -0.380 2.148 2.342
H -1.187 -2.274 -2.058
H 1.778 4.353 0.220
*
```

Results of the Mulliken charge analysis, in e, for atoms 1 through 8: atom 1 (F): -0.2677, atom 2 (F): -0.2904, atom 3 (F): -0.2757, atom 4 (F): -0.2740, atom 5 (F): -0.2833, atom 6 (F): -0.2363, atom 7 (F): -0.2831, atom 8 (F): -0.2793